The following is a DFT calculation (ωB97M-V/def2-TZVPD) of a 17-piece molecular cluster, C50H138N4O34 overall at a distorted geometry.

Computed properties:
Total energy   -4764.49082 hartree
Lowest unoccupied orbital energy   0.05 eV
Orbital gap   8.58 eV
HOMO energy   -8.5 eV
ΔE to the lowest compared entry with this formula, charge and spin   122.6 kJ/mol

Each atom is followed by the atoms it is bonded to, with distances in Å.
CARTESIAN COORDINATES (ANGSTROEM)
1 C 1.141 -0.524 -6.214  C2 1.496, O4 1.407, H5 1.090, H6 1.090
2 C 1.232 -1.428 -5.025  C1 1.496, O3 1.432, H7 1.090, H8 1.090
3 O 2.219 -2.439 -5.258  C2 1.432, H9 0.960
4 O 0.234 -0.888 -7.225  C1 1.407, H10 0.960
5 H 2.154 -0.340 -6.570  C1 1.090
6 H 0.877 0.466 -5.841  C1 1.090
7 H 0.273 -1.859 -4.737  C2 1.090
8 H 1.527 -0.887 -4.126  C2 1.090
9 H 3.033 -2.151 -4.839  O3 0.960
10 H -0.625 -0.596 -6.910  O4 0.960
11 C -2.968 1.850 3.538  C12 1.560, O14 1.413, H15 1.090, H16 1.090
12 C -2.587 2.671 2.268  C11 1.560, O13 1.388, H17 1.090, H18 1.090
13 O -3.542 2.596 1.263  C12 1.388, H19 0.960
14 O -4.161 2.173 4.222  C11 1.413, H20 0.960
15 H -2.086 1.803 4.178  C11 1.090
16 H -3.059 0.856 3.102  C11 1.090
17 H -1.623 2.320 1.901  C12 1.090
18 H -2.600 3.714 2.585  C12 1.090
19 H -4.336 3.037 1.574  O13 0.960
20 H -4.468 1.506 4.841  O14 0.960
21 C -3.998 -0.747 -6.803  C22 1.537, O24 1.421, H25 1.090, H26 1.090
22 C -2.825 -1.407 -6.060  C21 1.537, O23 1.422, H27 1.090, H28 1.090
23 O -1.841 -0.510 -5.561  C22 1.422, H29 0.960
24 O -4.772 0.008 -5.882  C21 1.421, H30 0.960
25 H -4.595 -1.512 -7.301  C21 1.090
26 H -3.748 -0.075 -7.625  C21 1.090
27 H -2.338 -1.972 -6.855  C22 1.090
28 H -3.184 -2.119 -5.318  C22 1.090
29 H -2.342 0.072 -4.984  O23 0.960
30 H -5.679 0.156 -6.160  O24 0.960
31 C -1.840 6.774 -4.411  C32 1.596, O34 1.384, H35 1.090, H36 1.090
32 C -1.446 5.436 -3.637  C31 1.596, O33 1.423, H37 1.090, H38 1.090
33 O -0.418 4.775 -4.367  C32 1.423, H39 0.960
34 O -0.691 7.527 -4.582  C31 1.384, H40 0.960
35 H -2.576 7.268 -3.777  C31 1.090
36 H -2.288 6.424 -5.341  C31 1.090
37 H -2.323 4.789 -3.653  C32 1.090
38 H -1.153 5.592 -2.598  C32 1.090
39 H 0.372 5.237 -4.078  O33 0.960
40 H -0.319 7.159 -5.387  O34 0.960
41 C -3.904 -5.267 -0.304  C42 1.525, O44 1.445, H45 1.090, H46 1.090
42 C -3.508 -4.358 -1.463  C41 1.525, O43 1.435, H47 1.090, H48 1.090
43 O -3.367 -5.153 -2.649  C42 1.435, H49 0.960
44 O -2.820 -6.138 0.087  C41 1.445, H50 0.960
45 H -4.776 -5.857 -0.584  C41 1.090
46 H -4.133 -4.586 0.516  C41 1.090
47 H -2.541 -3.933 -1.197  C42 1.090
48 H -4.175 -3.501 -1.550  C42 1.090
49 H -2.686 -5.815 -2.508  O43 0.960
50 H -2.703 -6.633 -0.727  O44 0.960
51 C -0.454 5.381 0.925  C52 1.480, O54 1.436, H55 1.090, H56 1.090
52 C 0.266 4.228 0.339  C51 1.480, O53 1.397, H57 1.090, H58 1.090
53 O 1.577 4.071 0.796  C52 1.397, H59 0.960
54 O -0.149 6.603 0.237  C51 1.436, H60 0.960
55 H -0.162 5.475 1.971  C51 1.090
56 H -1.528 5.211 0.857  C51 1.090
57 H 0.189 4.193 -0.748  C52 1.090
58 H -0.158 3.280 0.671  C52 1.090
59 H 2.015 3.298 0.432  O53 0.960
60 H 0.640 6.917 0.684  O54 0.960
61 C 5.461 -2.056 -1.773  C62 1.524, O64 1.366, H65 1.090, H66 1.090
62 C 4.091 -1.856 -2.410  C61 1.524, O63 1.465, H67 1.090, H68 1.090
63 O 4.162 -1.071 -3.644  C62 1.465, H69 0.960
64 O 6.080 -0.850 -1.602  C61 1.366, H70 0.960
65 H 6.157 -2.648 -2.367  C61 1.090
66 H 5.385 -2.611 -0.838  C61 1.090
67 H 3.423 -1.304 -1.748  C62 1.090
68 H 3.684 -2.861 -2.519  C62 1.090
69 H 3.963 -0.162 -3.411  O63 0.960
70 H 6.235 -0.414 -2.443  O64 0.960
71 C -5.481 0.711 -1.869  C72 1.559, O74 1.405, H75 1.090, H76 1.090
72 C -4.124 1.429 -2.141  C71 1.559, O73 1.406, H77 1.090, H78 1.090
73 O -3.583 0.982 -3.359  C72 1.406, H79 0.960
74 O -6.371 1.158 -2.861  C71 1.405, H80 0.960
75 H -5.791 1.097 -0.898  C71 1.090
76 H -5.273 -0.359 -1.858  C71 1.090
77 H -3.539 1.340 -1.225  C72 1.090
78 H -4.313 2.500 -2.220  C72 1.090
79 H -4.376 0.862 -3.887  O73 0.960
80 H -7.218 0.710 -2.804  O74 0.960
81 C 1.916 -5.122 -0.657  C82 1.555, O84 1.425, H85 1.090, H86 1.090
82 C 1.075 -6.022 0.292  C81 1.555, O83 1.435, H87 1.090, H88 1.090
83 O 1.995 -6.735 1.130  C82 1.435, H89 0.960
84 O 2.621 -4.065 -0.011  C81 1.425, H90 0.960
85 H 1.300 -4.616 -1.400  C81 1.090
86 H 2.616 -5.724 -1.236  C81 1.090
87 H 0.570 -6.772 -0.316  C82 1.090
88 H 0.350 -5.396 0.812  C82 1.090
89 H 2.632 -6.114 1.492  O83 0.960
90 H 3.253 -4.488 0.575  O84 0.960
91 C 1.638 -3.363 5.950  C92 1.536, O94 1.396, H95 1.090, H96 1.090
92 C 3.115 -3.734 5.748  C91 1.536, O93 1.473, H97 1.090, H98 1.090
93 O 3.456 -3.680 4.315  C92 1.473, H99 0.960
94 O 1.513 -1.995 5.702  C91 1.396, H100 0.960
95 H 1.321 -3.674 6.945  C91 1.090
96 H 0.968 -3.914 5.290  C91 1.090
97 H 3.338 -4.745 6.088  C92 1.090
98 H 3.814 -3.112 6.306  C92 1.090
99 H 3.507 -2.746 4.100  O93 0.960
100 H 1.438 -1.854 4.755  O94 0.960
101 C 1.128 4.436 4.996  C102 1.555, O104 1.389, H105 1.090, H106 1.090
102 C 1.700 2.992 4.928  C101 1.555, O103 1.368, H107 1.090, H108 1.090
103 O 1.827 2.388 6.149  C102 1.368, H109 0.960
104 O 1.979 5.391 5.536  C101 1.389, H110 0.960
105 H 0.228 4.510 5.608  C101 1.090
106 H 0.941 4.775 3.977  C101 1.090
107 H 2.703 3.180 4.546  C102 1.090
108 H 1.078 2.341 4.314  C102 1.090
109 H 2.723 2.540 6.458  O103 0.960
110 H 2.058 5.209 6.476  O104 0.960
111 C -2.017 -2.880 4.805  C112 1.521, O114 1.423, H115 1.090, H116 1.090
112 C -2.185 -4.197 4.062  C111 1.521, O113 1.401, H117 1.090, H118 1.090
113 O -1.365 -5.163 4.657  C112 1.401, H119 0.960
114 O -2.841 -2.909 5.964  C111 1.423, H120 0.960
115 H -2.487 -2.122 4.177  C111 1.090
116 H -0.994 -2.552 4.989  C111 1.090
117 H -1.976 -4.117 2.995  C112 1.090
118 H -3.203 -4.583 4.118  C112 1.090
119 H -1.592 -6.076 4.468  O113 0.960
120 H -2.819 -2.056 6.403  O114 0.960
121 C 3.508 2.263 -2.069  C122 1.558, O124 1.421, H125 1.090, H126 1.090
122 C 3.898 1.763 -0.646  C121 1.558, O123 1.403, H127 1.090, H128 1.090
123 O 2.758 1.522 0.134  C122 1.403, H129 0.960
124 O 3.056 1.199 -2.897  C121 1.421, H130 0.960
125 H 4.391 2.555 -2.638  C121 1.090
126 H 2.882 3.154 -2.029  C121 1.090
127 H 4.559 2.522 -0.229  C122 1.090
128 H 4.362 0.780 -0.736  C122 1.090
129 H 2.348 0.701 -0.151  O123 0.960
130 H 2.106 1.171 -2.761  O124 0.960
131 C 4.484 -1.489 1.571  O132 1.457, H140 1.090, H141 1.090, H142 1.090
132 O 4.090 -1.195 2.943  C131 1.457, C133 1.432
133 C 4.441 0.105 3.429  O132 1.432, C134 1.467, H143 1.090, H144 1.090
134 C 5.852 0.196 3.823  C133 1.467, N135 1.499, H145 1.090, H146 1.090
135 N 6.179 1.563 4.344  C134 1.499, C136 1.508, H147 1.010
136 C 7.605 1.618 4.830  N135 1.508, C137 1.502, H148 1.090, H149 1.090
137 C 7.967 2.987 5.331  C136 1.502, O138 1.417, H150 1.090, H151 1.090
138 O 9.230 3.142 5.953  C137 1.417, C139 1.391
139 C 10.298 3.352 5.086  O138 1.391, H152 1.090, H153 1.090, H154 1.090
140 H 3.932 -2.328 1.146  C131 1.090
141 H 5.539 -1.736 1.456  C131 1.090
142 H 4.332 -0.606 0.951  C131 1.090
143 H 3.909 0.143 4.380  C133 1.090
144 H 4.044 0.916 2.818  C133 1.090
145 H 6.525 0.012 2.986  C134 1.090
146 H 6.059 -0.642 4.488  C134 1.090
147 H 6.268 2.163 3.536  N135 1.010
148 H 8.223 1.334 3.978  C136 1.090
149 H 7.911 0.892 5.583  C136 1.090
150 H 7.267 3.229 6.131  C137 1.090
151 H 7.759 3.751 4.582  C137 1.090
152 H 10.131 4.214 4.439  C139 1.090
153 H 10.370 2.569 4.331  C139 1.090
154 H 11.312 3.453 5.470  C139 1.090
155 C -0.952 2.550 -7.462  O156 1.435, H164 1.090, H165 1.090, H166 1.090
156 O -0.578 3.770 -8.120  C155 1.435, C157 1.449
157 C 0.760 3.820 -8.673  O156 1.449, C158 1.577, H167 1.090, H168 1.090
158 C 1.863 3.337 -7.655  C157 1.577, N159 1.467, H169 1.090, H170 1.090
159 N 1.967 4.241 -6.504  C158 1.467, C160 1.464, H171 1.010
160 C 3.025 3.902 -5.550  N159 1.464, C161 1.483, H172 1.090, H173 1.090
161 C 3.281 4.812 -4.408  C160 1.483, O162 1.427, H174 1.090, H175 1.090
162 O 2.103 5.000 -3.624  C161 1.427, C163 1.412
163 C 2.324 5.848 -2.517  O162 1.412, H176 1.090, H177 1.090, H178 1.090
164 H -0.457 1.690 -7.913  C155 1.090
165 H -2.026 2.497 -7.639  C155 1.090
166 H -0.733 2.599 -6.396  C155 1.090
167 H 1.002 4.841 -8.969  C157 1.090
168 H 0.707 3.311 -9.635  C157 1.090
169 H 2.803 3.200 -8.189  C158 1.090
170 H 1.667 2.321 -7.313  C158 1.090
171 H 1.080 4.224 -6.021  N159 1.010
172 H 3.933 3.794 -6.143  C160 1.090
173 H 2.910 2.860 -5.253  C160 1.090
174 H 3.713 5.756 -4.739  C161 1.090
175 H 4.038 4.360 -3.766  C161 1.090
176 H 2.633 6.823 -2.895  C163 1.090
177 H 3.125 5.700 -1.794  C163 1.090
178 H 1.381 6.013 -1.996  C163 1.090
179 C -4.255 -1.719 1.873  O180 1.436, H188 1.090, H189 1.090, H190 1.090
180 O -4.501 -2.542 3.024  C179 1.436, C181 1.432
181 C -5.802 -3.123 3.166  O180 1.432, C182 1.553, H191 1.090, H192 1.090
182 C -6.071 -3.930 4.466  C181 1.553, N183 1.457, H193 1.090, H194 1.090
183 N -7.291 -4.725 4.531  C182 1.457, C184 1.493, H195 1.010
184 C -8.536 -4.060 4.045  N183 1.493, C185 1.592, H196 1.090, H197 1.090
185 C -9.756 -5.081 4.101  C184 1.592, O186 1.409, H198 1.090, H199 1.090
186 O -9.873 -5.696 5.363  C185 1.409, C187 1.411
187 C -10.955 -6.601 5.404  O186 1.411, H200 1.090, H201 1.090, H202 1.090
188 H -3.189 -1.497 1.831  C179 1.090
189 H -4.763 -0.755 1.886  C179 1.090
190 H -4.565 -2.118 0.907  C179 1.090
191 H -5.970 -3.673 2.240  C181 1.090
192 H -6.539 -2.321 3.132  C181 1.090
193 H -6.218 -3.183 5.246  C182 1.090
194 H -5.196 -4.481 4.812  C182 1.090
195 H -7.490 -5.279 5.352  N183 1.010
196 H -8.348 -3.711 3.030  C184 1.090
197 H -8.809 -3.195 4.650  C184 1.090
198 H -9.715 -5.815 3.296  C185 1.090
199 H -10.731 -4.607 3.987  C185 1.090
200 H -11.064 -7.069 6.382  C187 1.090
201 H -10.832 -7.461 4.745  C187 1.090
202 H -11.937 -6.168 5.216  C187 1.090
203 C 0.049 1.893 -3.130  O204 1.361, H212 1.090, H213 1.090, H214 1.090
204 O 0.559 0.829 -2.451  C203 1.361, C205 1.368
205 C -0.360 -0.061 -1.967  O204 1.368, C206 1.538, H215 1.090, H216 1.090
206 C 0.414 -1.234 -1.341  C205 1.538, N207 1.449, H217 1.090, H218 1.090
207 N 1.094 -1.003 -0.082  C206 1.449, C208 1.475, H219 1.010
208 C 0.243 -0.358 0.936  N207 1.475, C209 1.556, H220 1.090, H221 1.090
209 C 0.807 -0.403 2.385  C208 1.556, O210 1.479, H222 1.090, H223 1.090
210 O 0.589 -1.676 3.105  C209 1.479, C211 1.440
211 C 0.900 -2.960 2.532  O210 1.440, H224 1.090, H225 1.090, H226 1.090
212 H -0.563 1.666 -4.003  C203 1.090
213 H 0.875 2.485 -3.525  C203 1.090
214 H -0.556 2.492 -2.450  C203 1.090
215 H -0.930 -0.504 -2.785  C205 1.090
216 H -1.055 0.373 -1.249  C205 1.090
217 H 1.212 -1.521 -2.026  C206 1.090
218 H -0.226 -2.104 -1.196  C206 1.090
219 H 1.387 -1.914 0.242  N207 1.010
220 H -0.708 -0.887 0.864  C208 1.090
221 H 0.010 0.676 0.683  C208 1.090
222 H 0.430 0.394 3.025  C209 1.090
223 H 1.877 -0.203 2.328  C209 1.090
224 H 0.982 -3.653 3.370  C211 1.090
225 H 1.896 -2.800 2.119  C211 1.090
226 H 0.171 -3.257 1.779  C211 1.090

Mulliken atomic charge list, values in e, 8 entries: number 1, C, carries -0.24; number 2, C, carries 1.59; number 3, O, carries -0.73; number 4, O, carries -0.72; number 5, H, carries 0.39; number 6, H, carries -0.40; number 7, H, carries 0.00; number 8, H, carries -0.77